# C21H23N3O4S

A cluster of 2 separate species, C21H23N3O4S in total in a non-equilibrium geometry (ωB97M-V with the def2-TZVPD basis set, the OMol25 dataset).

Properties
LUMO = -1.2 eV
Frontier orbital gap = 0.272 Ha

CARTESIAN COORDINATES (ANGSTROEM)
N1 1.01 -2.11 0.29
C1 1.44 -1.72 1.64
C2 0.68 -2.03 2.95
C3 1.21 -1.54 4.33
C4 2.54 -0.72 4.50
C5 3.31 -0.41 3.17
C6 2.76 -0.90 1.78
C7 3.61 -0.48 0.47
O1 3.77 -1.25 -0.51
C8 4.18 1.03 0.52
C9 4.15 1.94 -0.75
C10 4.68 3.39 -0.56
C11 5.19 3.89 0.84
N2 5.63 5.34 0.89
C12 4.50 5.98 0.72
S1 3.08 6.75 0.30
C13 5.25 2.96 2.10
C14 4.72 1.52 1.91
C15 4.67 0.45 3.12
O2 5.62 0.30 3.93
H1 1.22 -1.34 -0.37
H2 -0.04 -2.13 0.31
H3 -0.31 -2.61 2.87
H4 0.60 -1.75 5.27
H5 2.92 -0.34 5.50
H6 3.75 1.53 -1.75
H7 4.63 4.08 -1.46
H8 5.65 3.33 3.11
C16 -3.43 -1.92 0.74
O3 -2.50 -1.80 -0.32
C17 -2.67 -2.79 -1.34
C18 -3.22 -2.16 -2.63
N3 -4.60 -1.73 -2.46
C19 -5.09 -0.86 -3.54
C20 -4.38 0.49 -3.75
O4 -4.57 1.42 -2.69
C21 -3.71 1.25 -1.58
H9 -3.11 -1.26 1.55
H10 -4.43 -1.60 0.42
H11 -3.47 -2.94 1.12
H12 -3.29 -3.62 -1.00
H13 -1.67 -3.19 -1.56
H14 -3.16 -2.89 -3.44
H15 -2.56 -1.32 -2.88
H16 -4.69 -1.22 -1.59
H17 -6.14 -0.65 -3.31
H18 -5.07 -1.42 -4.48
H19 -4.82 0.95 -4.63
H20 -3.31 0.38 -3.98
H21 -2.73 0.88 -1.87
H22 -4.17 0.58 -0.84
H23 -3.58 2.22 -1.09

These are the Löwdin partial charges, in e, on atoms 1 to 5: number 1, N, carries 0.07; number 2, C, carries -0.18; number 3, C, carries -0.02; number 4, C, carries -0.05; number 5, C, carries 0.00

# C44H38IrO3P2

A structure of composition C44H38IrO3P2 (ωB97M-V with the def2-TZVPD basis set, the OMol25 dataset).

Properties
<S²> = 0.7762
2S+1 = 2
LUMO (spin up / spin down) = -12.8 / -14.3 eV
Frontier orbital gap (spin up / spin down) = 0.224 / 0.170 Ha
Charge = +4

CARTESIAN COORDINATES (ANGSTROEM)
Ir1 1.09 -0.09 0.04
O1 -1.72 -0.07 -1.82
C1 -2.43 -1.14 -1.65
C2 -3.83 -1.28 -1.86
C3 -4.39 -2.52 -1.70
C4 -3.58 -3.61 -1.31
C5 -2.20 -3.45 -1.03
C6 -1.62 -2.22 -1.18
P1 0.17 -2.00 -0.78
C7 1.05 -2.62 -2.21
C8 0.42 -2.68 -3.46
C9 1.12 -3.12 -4.57
C10 2.45 -3.49 -4.46
C11 3.09 -3.42 -3.22
C12 2.40 -2.99 -2.10
C13 0.41 -3.10 0.62
C14 -0.29 -2.84 1.81
C15 -0.23 -3.74 2.86
C16 0.52 -4.91 2.74
C17 1.19 -5.19 1.55
C18 1.14 -4.30 0.49
C19 -1.99 1.16 -2.41
C20 -2.94 1.37 -3.40
C21 -3.06 2.65 -3.91
C22 -2.24 3.68 -3.45
C23 -1.26 3.42 -2.50
C24 -1.11 2.14 -1.97
P2 0.21 1.93 -0.73
C25 -0.32 2.78 0.75
C26 0.61 3.07 1.76
C27 0.22 3.76 2.89
C28 -1.11 4.15 3.04
C29 -2.04 3.84 2.06
C30 -1.65 3.15 0.92
C31 1.59 2.78 -1.51
C32 1.93 2.39 -2.82
C33 2.95 3.03 -3.50
C34 3.64 4.07 -2.88
C35 3.29 4.49 -1.61
C36 2.26 3.85 -0.92
H1 -4.43 -0.42 -2.11
H2 -5.45 -2.67 -1.84
H3 -4.03 -4.59 -1.20
H4 -1.63 -4.30 -0.69
H5 -0.62 -2.40 -3.57
H6 0.62 -3.18 -5.53
H7 2.99 -3.84 -5.33
H8 4.13 -3.72 -3.13
H9 2.91 -2.96 -1.15
H10 -0.91 -1.96 1.91
H11 -0.78 -3.55 3.77
H12 0.56 -5.61 3.56
H13 1.74 -6.11 1.45
H14 1.63 -4.55 -0.43
H15 -3.53 0.56 -3.81
H16 -3.79 2.85 -4.69
H17 -2.35 4.68 -3.85
H18 -0.61 4.23 -2.18
H19 1.66 2.78 1.65
H20 0.95 4.00 3.65
H21 -1.41 4.70 3.92
H22 -3.07 4.15 2.18
H23 -2.39 2.94 0.15
H24 1.34 1.64 -3.34
H25 3.20 2.74 -4.51
H26 4.44 4.58 -3.42
H27 3.80 5.32 -1.15
H28 1.98 4.21 0.06
O2 2.54 -0.14 -1.49
H29 2.65 -0.94 -2.04
H30 2.64 0.65 -2.06
C37 2.21 -0.25 2.91
C38 0.73 -0.01 2.90
O3 0.11 0.07 1.79
C39 -0.01 0.13 4.11
C40 0.63 -0.02 5.36
C41 -0.10 0.10 6.52
C42 -1.46 0.39 6.46
C43 -2.10 0.55 5.23
C44 -1.39 0.42 4.06
H31 2.64 -0.26 1.89
H32 2.44 -1.20 3.38
H33 2.73 0.53 3.48
H34 1.69 -0.24 5.42
H35 0.39 -0.01 7.48
H36 -2.03 0.49 7.37
H37 -3.16 0.77 5.20
H38 -1.87 0.55 3.10

These are the Löwdin partial charges, in e, on atoms 1 to 5: number 1, Ir, carries 0.99; number 2, O, carries 0.04; number 3, C, carries -0.20; number 4, C, carries 0.08; number 5, C, carries 0.03

# C18H25BF3N2O7

A cluster of 2 separate species, C18H25BF3N2O7 in total in a non-equilibrium geometry (ωB97M-V with the def2-TZVPD basis set, the OMol25 dataset).

Properties
LUMO = 1.7 eV
Frontier orbital gap = 0.162 Ha
Charge = -1

CARTESIAN COORDINATES (ANGSTROEM)
O1 4.83 -2.41 2.39
C1 4.12 -1.28 1.80
C2 2.53 -1.49 1.68
O2 1.79 -1.17 2.89
C3 1.89 0.22 3.25
O3 2.11 1.13 2.15
C4 0.89 1.76 1.69
C5 0.69 1.29 0.15
C6 1.84 1.52 -0.85
C7 3.25 2.20 -0.50
C8 3.00 3.73 -0.03
O4 3.44 4.00 1.33
C9 1.63 1.02 -2.32
C10 0.30 0.32 -2.73
B1 0.21 -0.20 -4.28
O5 1.48 -0.57 -4.89
O6 -1.02 -0.32 -5.02
C11 -0.90 0.12 -1.71
N1 -2.08 -0.54 -2.23
C12 -3.02 -0.67 -1.16
C13 -2.85 -0.17 0.30
C14 -4.04 -0.38 1.37
C15 -5.33 0.53 1.01
C16 -6.47 -0.23 0.18
F1 -6.38 -1.64 0.18
F2 -6.48 0.28 -1.15
F3 -7.73 0.10 0.80
N2 -1.68 0.48 0.76
C17 -0.68 0.61 -0.26
H1 5.21 -2.06 3.23
H2 4.50 -1.21 0.70
H3 4.41 -0.26 2.27
H4 2.38 -2.63 1.52
H5 2.10 -1.00 0.73
H6 2.80 0.37 3.97
H7 0.96 0.47 3.89
H8 -0.03 1.58 2.34
H9 1.09 2.90 1.71
H10 3.73 1.56 0.34
H11 3.99 2.15 -1.38
H12 1.86 3.88 -0.05
H13 3.52 4.40 -0.82
H14 3.95 3.23 1.66
H15 2.47 1.18 -3.07
H16 1.95 -1.21 -4.30
H17 -1.31 -1.25 -4.85
H18 -4.01 -1.21 -1.42
H19 -4.28 -1.49 1.53
H20 -3.66 0.01 2.39
H21 -4.96 1.42 0.37
H22 -5.77 1.00 1.97
C18 -1.23 -3.98 -1.51
O7 -0.31 -3.05 -1.75
H23 -1.78 -3.92 -0.54
H24 -2.08 -4.06 -2.23
H25 -0.88 -5.04 -1.48

These are the Löwdin partial charges, in e, on atoms 1 to 5: number 1, O, carries -0.10; number 2, C, carries -0.22; number 3, C, carries -0.15; number 4, O, carries -0.13; number 5, C, carries -0.23

# C20H20BrFN2O2

An isolated molecule of C20H20BrFN2O2 (ωB97M-V with the def2-TZVPD basis set, the OMol25 dataset).

Properties
SMILES string = CCC(=O)c1ccc(N2CCN(C(=O)c3ccccc3Br)CC2)c(F)c1
LUMO = 0.4 eV
Frontier orbital gap = 0.312 Ha

CARTESIAN COORDINATES (ANGSTROEM)
C1 -6.22 0.18 -0.55
H1 -5.65 -0.74 -0.43
H2 -7.02 -0.01 -1.26
H3 -6.65 0.44 0.41
C2 -5.33 1.32 -1.06
C3 -4.21 1.59 -0.06
O1 -4.26 2.54 0.68
C4 -3.09 0.63 -0.01
C5 -2.15 0.80 1.00
C6 -1.07 -0.05 1.12
C7 -0.85 -1.12 0.24
C8 -1.82 -1.28 -0.77
C9 -2.90 -0.43 -0.90
H4 -3.59 -0.61 -1.70
H5 -1.72 -2.10 -1.46
N1 0.18 -2.01 0.33
C10 1.08 -2.10 1.45
H6 0.59 -1.77 2.37
C11 2.34 -1.27 1.19
N2 2.72 -1.42 -0.20
C12 3.28 -0.45 -0.96
O2 3.59 -0.62 -2.12
C13 3.49 0.86 -0.27
C14 4.66 1.14 0.43
C15 4.86 2.39 0.99
C16 3.90 3.38 0.85
C17 2.74 3.12 0.14
C18 2.55 1.87 -0.42
Br1 0.94 1.51 -1.39
H7 1.98 3.89 0.02
H8 4.05 4.35 1.28
H9 5.76 2.59 1.54
H10 5.40 0.36 0.54
C19 2.26 -2.64 -0.82
C20 0.72 -2.63 -0.87
H11 0.41 -2.05 -1.74
H12 0.35 -3.66 -0.98
H13 2.64 -3.50 -0.25
H14 2.67 -2.68 -1.83
H15 3.16 -1.61 1.85
H16 2.15 -0.22 1.41
H17 1.34 -3.16 1.58
F1 -0.18 0.24 2.11
H18 -2.25 1.62 1.69
H19 -4.91 1.07 -2.04
H20 -5.92 2.23 -1.15

These are the Löwdin partial charges, in e, on atoms 1 to 5: number 1, C, carries -0.09; number 2, H, carries 0.07; number 3, H, carries 0.07; number 4, H, carries 0.08; number 5, C, carries -0.18